Record 1
106
Properties=species:S:1:pos:R:3:forces:R:3:lowdin_spin:R:1 method="wB97M-V/def2-TZVPD" spin_multiplicity=6 charge=-1 s2=8.752
Mn -5.562 -22.326 28.002 0.02 -0.13 -0.01 4.7112
C -7.109 -26.453 26.486 -0.32 0.75 -0.61 0.0001
C -5.626 -26.844 26.462 2.20 -3.51 1.30 0.0001
O -4.659 -26.007 26.501 -1.51 1.19 -0.26 0.0004
O -5.353 -28.090 26.532 -1.44 1.75 -0.54 0.0000
H -7.242 -25.428 26.831 -0.10 0.20 -0.15 0.0000
H -7.847 -27.070 26.999 0.77 -0.45 0.58 0.0000
H -7.522 -26.496 25.478 0.35 0.30 -0.37 0.0000
C -8.927 -23.248 25.971 0.03 0.31 -0.51 0.0018
C -7.705 -22.634 26.586 -0.44 -0.69 0.80 0.0099
O -7.763 -22.209 27.763 -0.52 0.43 0.58 0.0341
O -6.621 -22.642 25.981 1.19 -0.20 -1.37 0.0306
H -9.484 -22.424 25.526 -0.34 -0.04 0.05 0.0003
H -9.527 -23.755 26.726 0.03 0.12 -0.12 0.0004
H -8.648 -23.909 25.151 0.00 -0.08 0.15 0.0005
C -4.554 -21.071 31.806 -0.18 -1.69 0.34 0.0016
C -4.917 -21.589 30.391 -0.23 3.24 1.96 0.0104
O -4.035 -21.851 29.602 2.26 -1.41 -1.53 0.0304
O -6.108 -21.459 30.017 -1.49 -0.53 0.26 0.0341
H -4.955 -20.091 32.066 0.03 -0.08 -0.36 0.0003
H -3.505 -21.196 32.077 0.17 0.48 -0.58 0.0005
H -5.002 -21.797 32.484 -0.51 0.10 0.29 0.0003
C -8.314 -22.293 32.946 0.88 -0.26 -0.19 0.0000
O -8.346 -21.197 32.029 -0.91 -0.41 1.40 0.0004
H -9.056 -22.293 33.744 -0.63 0.64 -0.58 0.0000
H -8.360 -23.265 32.455 -0.32 -0.06 -0.30 0.0000
H -7.399 -22.355 33.536 0.57 0.36 -0.13 0.0000
H -7.673 -21.308 31.353 0.58 -0.25 -0.41 0.0003
C -5.892 -19.417 27.496 -0.58 1.91 -0.16 0.0041
O -5.015 -20.380 27.068 0.72 -1.87 0.59 0.0372
H -5.796 -18.618 26.761 -0.73 0.46 -0.02 0.0009
H -6.910 -19.799 27.574 -0.02 -0.02 -0.11 0.0010
H -5.623 -18.960 28.449 0.16 -0.29 0.27 0.0001
H -4.502 -20.080 26.314 0.52 0.08 0.14 0.0017
C -7.004 -23.698 20.703 0.24 -0.63 0.64 0.0000
O -8.007 -24.341 21.482 -0.57 0.48 -0.28 0.0000
H -6.571 -24.505 20.113 0.61 0.52 -0.36 0.0000
H -7.415 -22.916 20.065 -0.31 -0.24 0.00 0.0000
H -6.305 -23.226 21.394 0.39 -0.06 -0.25 0.0000
H -7.561 -24.961 22.064 0.18 0.09 0.49 0.0000
C -11.135 -24.734 23.957 1.01 -0.48 -0.84 0.0000
O -12.446 -24.389 23.649 -1.33 0.60 0.34 0.0000
H -10.427 -24.161 23.358 0.20 0.46 0.11 0.0000
H -10.930 -24.573 25.015 -0.27 -0.08 -0.16 0.0000
H -10.904 -25.759 23.664 -0.12 -0.39 0.43 0.0000
H -12.764 -24.755 22.820 0.43 -0.15 0.01 0.0000
C -2.883 -23.027 26.392 1.43 -0.08 -0.19 0.0045
O -3.987 -23.497 27.063 -0.88 1.49 0.94 0.0372
H -1.991 -23.375 26.912 0.37 -0.37 -0.29 0.0006
H -2.911 -23.381 25.362 0.32 0.17 -0.17 0.0004
H -2.746 -21.946 26.432 -0.75 0.16 -0.09 0.0005
H -4.150 -24.423 26.869 -0.52 -1.55 -0.37 0.0012
C -4.770 -24.749 23.296 1.31 1.52 -0.83 0.0000
O -6.094 -24.824 23.688 -0.88 -0.99 -0.04 0.0001
H -4.048 -25.150 24.008 -0.16 -0.32 0.05 0.0000
H -4.554 -25.075 22.279 -0.47 -0.82 0.07 0.0000
H -4.607 -23.677 23.184 0.85 0.44 0.18 0.0000
H -6.075 -24.307 24.496 -0.80 0.19 0.65 0.0001
C -8.994 -28.110 23.109 -1.09 0.46 1.30 0.0000
O -10.149 -28.305 22.302 0.18 -0.12 -1.09 0.0000
H -8.573 -27.111 22.991 0.23 -0.09 -0.16 0.0000
H -9.474 -28.132 24.087 0.86 -0.02 0.59 0.0000
H -8.224 -28.880 23.070 -0.16 -0.04 -0.47 0.0000
H -10.205 -27.574 21.682 0.01 -0.12 -0.16 0.0000
C -11.242 -25.070 29.090 0.10 0.31 -0.44 0.0000
O -12.381 -25.899 28.890 -0.11 0.03 0.76 0.0000
H -10.490 -25.583 29.689 0.04 -0.43 -0.52 0.0000
H -10.918 -24.784 28.090 0.75 -0.06 0.14 0.0000
H -11.363 -24.133 29.634 -0.81 0.04 0.12 0.0000
H -13.167 -25.352 28.823 0.04 0.08 -0.03 0.0000
C -10.730 -22.345 20.534 -1.01 -0.23 -0.10 0.0000
O -10.149 -23.525 20.080 1.06 -0.26 -0.68 0.0000
H -11.199 -21.907 19.653 -0.41 0.35 0.30 0.0000
H -11.451 -22.694 21.274 -0.52 0.86 0.20 0.0000
H -10.077 -21.598 20.983 0.36 -0.15 0.01 0.0000
H -9.316 -23.634 20.543 -0.05 -0.69 0.27 0.0000
C -9.003 -18.088 26.421 0.39 1.07 0.13 0.0000
O -10.146 -17.303 26.083 -0.41 -0.44 -0.19 0.0000
H -8.412 -17.503 27.126 0.32 -0.13 0.10 0.0000
H -9.198 -19.053 26.889 -0.29 -0.14 -0.36 0.0000
H -8.438 -18.147 25.491 0.05 -0.46 0.16 0.0000
H -10.679 -17.173 26.870 -0.07 -0.02 0.12 0.0000
C -11.243 -21.183 28.741 -0.69 1.02 0.10 0.0001
O -12.423 -20.531 28.255 -0.31 -0.77 0.63 0.0000
H -11.375 -21.276 29.819 0.22 0.11 0.05 0.0000
H -11.082 -22.193 28.365 0.05 0.10 -0.46 0.0001
H -10.419 -20.503 28.522 0.52 -0.53 0.19 0.0001
H -12.244 -20.118 27.407 0.21 0.10 -0.31 0.0000
C -4.564 -19.711 24.138 -0.17 0.84 -2.09 0.0001
O -3.520 -19.481 25.032 0.65 -0.04 1.30 0.0008
H -5.449 -20.166 24.583 0.34 -0.33 0.10 0.0001
H -4.865 -18.765 23.688 -0.38 0.18 0.08 0.0000
H -4.147 -20.256 23.291 -0.47 -0.65 0.04 0.0000
H -3.103 -18.632 24.873 -0.12 -0.07 0.03 0.0000
C -11.974 -20.793 24.960 1.33 -0.19 0.77 0.0000
O -11.893 -19.590 25.753 -0.56 -0.27 -0.71 0.0000
H -11.184 -20.902 24.217 0.03 0.63 -0.31 0.0000
H -11.665 -21.550 25.681 -0.80 -0.55 -0.13 0.0000
H -12.929 -20.993 24.473 -0.10 0.26 0.40 0.0000
H -11.353 -18.896 25.368 0.11 0.14 -0.22 0.0000
C -6.693 -24.688 29.961 -1.76 -0.21 0.22 0.0037
O -5.956 -24.363 28.812 0.09 0.09 0.32 0.0347
H -6.790 -23.850 30.650 1.04 -0.18 0.17 0.0001
H -7.750 -24.823 29.731 -0.36 -0.07 -0.58 0.0002
H -6.422 -25.672 30.345 0.61 0.35 0.56 0.0009
H -6.054 -25.121 28.231 0.56 -0.09 -0.62 0.0014


Record 2
52
Properties=species:S:1:pos:R:3:forces:R:3:lowdin_spin:R:1 method="wB97M-V/def2-TZVPD" spin_multiplicity=3 e_above_lowest_kj_mol=34.5 charge=-1 s2=2.009
Ni 0.247 -0.980 -0.864 0.29 -0.12 1.16 1.5787
C -1.358 -0.101 2.678 0.18 0.51 -0.43 0.0000
Si -1.083 1.314 1.421 -0.11 -0.14 -0.23 0.0132
C 0.602 2.156 1.696 -0.63 -0.34 -0.01 -0.0001
C -2.479 2.599 1.724 0.59 -0.43 -0.02 0.0053
C -1.262 0.541 -0.274 0.70 0.45 -0.57 0.0866
C -2.217 -0.574 -0.291 -0.17 0.53 0.15 0.0127
C -3.611 -0.464 -0.278 -0.13 -0.19 0.04 0.0029
C -4.382 -1.607 -0.300 0.06 -0.01 -0.05 -0.0010
C -3.751 -2.845 -0.331 0.01 -0.09 0.03 0.0021
C -2.367 -2.877 -0.352 -0.31 -0.48 -0.01 0.0040
N -1.628 -1.780 -0.341 -0.16 0.13 -0.38 0.0407
Si -1.236 1.420 -1.932 -0.14 -0.02 0.37 0.0119
C 0.255 2.547 -2.306 -0.52 -0.51 0.23 -0.0006
C -1.181 -0.067 -3.149 0.11 0.42 0.49 0.0175
C -2.790 2.493 -2.258 0.53 -0.44 -0.03 0.0033
H -1.120 0.185 3.698 0.05 0.11 0.19 0.0000
H -0.738 -0.951 2.408 0.16 -0.16 -0.03 -0.0003
H -2.394 -0.431 2.653 -0.20 -0.04 -0.01 0.0000
H 0.648 2.628 2.671 -0.09 0.15 0.28 -0.0001
H 0.796 2.914 0.945 0.02 0.17 -0.21 0.0001
H 1.410 1.435 1.636 0.09 -0.19 -0.08 -0.0001
H -2.421 3.010 2.726 0.02 0.13 0.29 0.0008
H -3.458 2.143 1.612 -0.20 -0.16 -0.05 0.0001
H -2.417 3.422 1.020 0.06 0.20 -0.19 0.0001
H -4.066 0.513 -0.272 -0.01 0.14 0.06 0.0011
H -5.462 -1.535 -0.306 -0.03 -0.04 0.02 -0.0001
H -4.324 -3.760 -0.357 0.05 -0.07 0.04 0.0004
H -1.828 -3.815 -0.375 0.05 -0.08 -0.06 -0.0002
H 1.140 1.953 -2.500 0.17 -0.06 -0.05 0.0004
H 0.484 3.206 -1.477 0.04 0.16 0.24 0.0001
H 0.058 3.164 -3.178 -0.15 0.09 -0.20 -0.0001
H -0.454 -0.805 -2.745 -0.19 0.05 -0.59 0.0032
H -0.856 0.192 -4.152 0.15 0.04 -0.14 0.0015
H -2.143 -0.567 -3.218 -0.11 -0.14 0.06 0.0007
H -2.814 3.325 -1.563 0.04 0.20 0.21 0.0000
H -3.713 1.939 -2.143 -0.22 -0.19 0.04 0.0001
H -2.773 2.902 -3.262 0.00 0.13 -0.31 0.0006
S 1.512 -2.885 -0.290 -0.70 0.01 -0.09 0.0966
C 3.007 -2.168 0.179 0.34 0.31 0.02 0.0050
C 3.998 -2.950 0.769 0.14 0.20 -0.02 0.0073
C 5.193 -2.395 1.211 -0.64 1.03 -0.43 -0.0008
C 6.192 -3.217 1.757 0.65 -0.70 0.45 -0.0003
N 6.997 -3.920 2.185 0.05 -0.01 0.04 -0.0011
C 5.407 -0.998 1.082 -0.97 -0.86 -0.37 0.0026
C 4.448 -0.224 0.445 0.08 -0.15 0.18 0.0056
C 3.262 -0.785 -0.029 0.09 -0.38 -0.19 0.0093
S 2.169 0.222 -0.900 -0.01 0.43 -0.19 0.0850
C 6.561 -0.410 1.627 0.87 0.41 0.36 0.0005
N 7.500 0.059 2.099 0.05 0.08 -0.02 0.0012
H 3.836 -4.012 0.882 -0.02 -0.06 0.01 0.0016
H 4.604 0.839 0.320 0.05 -0.01 0.01 0.0018


Record 3
60
Properties=species:S:1:pos:R:3:forces:R:3:nbo_charge:R:1 method="wB97M-V/def2-TZVPD" e_above_lowest_kj_mol=79.2 charge=-1
Au 0.150 0.683 -2.205 -0.67 1.39 -1.91 0.4802
O 1.351 0.363 0.003 -0.95 -1.44 -0.10 -0.9380
S 2.848 0.176 -0.429 0.61 0.72 -0.21 1.6044
O 2.595 2.708 -2.138 0.00 0.07 0.05 -0.6892
O 3.042 -0.153 -1.841 -0.07 -0.22 0.02 -0.9359
C 3.071 -1.386 0.391 0.06 0.28 0.04 -0.2702
C 4.324 -1.841 0.762 0.08 -0.07 -0.05 -0.1930
C 4.423 -3.080 1.368 -0.10 0.04 -0.03 -0.1951
C 3.263 -3.816 1.594 0.06 0.05 -0.01 -0.2381
C 2.024 -3.330 1.209 -0.05 -0.02 0.09 -0.1160
C 1.913 -2.070 0.601 -0.28 -0.44 0.06 -0.3949
P 0.241 -1.255 0.274 -0.83 0.81 1.43 1.8476
C -0.597 -2.876 0.188 0.08 -0.18 -0.21 -0.4350
C -0.192 -3.831 -0.738 0.00 -0.07 0.11 -0.1769
C -0.797 -5.075 -0.762 -0.02 0.03 0.00 -0.2240
C -1.803 -5.374 0.147 0.00 -0.08 -0.04 -0.1964
C -2.217 -4.419 1.060 0.00 0.06 0.02 -0.2365
C -1.638 -3.160 1.061 0.06 -0.10 0.11 -0.1028
C -0.111 -0.513 1.908 0.18 -0.47 0.22 -0.4093
C -0.528 0.815 1.985 -0.06 0.01 0.01 -0.0958
C -0.742 1.397 3.221 -0.01 0.00 0.04 -0.2309
C -0.545 0.668 4.388 0.01 0.03 -0.02 -0.2067
C -0.138 -0.652 4.311 0.00 -0.05 0.05 -0.2263
C 0.080 -1.241 3.072 0.01 0.03 0.09 -0.1994
H 5.198 -1.234 0.563 0.04 0.00 0.00 0.2196
H 5.388 -3.469 1.664 0.02 -0.01 0.02 0.2109
H 3.318 -4.781 2.082 0.02 -0.02 0.01 0.2113
H 1.152 -3.929 1.427 0.01 0.02 -0.05 0.2207
H 0.594 -3.599 -1.443 0.03 0.01 -0.02 0.2340
H -0.486 -5.808 -1.495 -0.01 -0.02 -0.02 0.2096
H -2.278 -6.347 0.128 0.00 0.00 0.00 0.2047
H -3.022 -4.636 1.750 -0.03 -0.01 0.02 0.2083
H -2.006 -2.398 1.733 0.00 0.02 0.01 0.2195
H -0.688 1.385 1.082 0.02 0.02 -0.03 0.2457
H -1.067 2.428 3.269 0.00 0.01 0.01 0.2151
H -0.706 1.132 5.353 -0.02 0.01 0.02 0.2054
H 0.011 -1.232 5.213 0.01 0.00 0.01 0.2058
H 0.395 -2.276 3.027 0.02 0.02 -0.02 0.2155
O -1.442 -0.533 -0.213 1.24 0.08 -0.01 -0.9917
S -2.285 -1.013 -1.485 0.22 -0.57 -0.70 2.2116
O -2.954 -2.253 -1.178 -0.05 0.16 0.03 -0.9736
O -3.147 0.078 -1.839 0.02 0.15 0.17 -0.9506
S -0.809 -1.372 -2.868 -0.05 -0.08 0.51 -0.5596
C -3.242 5.274 -2.132 -0.02 -0.02 -0.02 -0.2427
C -3.350 3.866 -2.200 -0.04 0.04 0.01 -0.2386
C -2.233 3.084 -2.225 0.04 0.09 -0.01 -0.1974
C -0.926 3.643 -2.176 -0.06 -0.29 -0.03 0.0121
C 0.232 2.796 -2.191 0.17 -0.09 0.33 -0.4350
C 1.430 3.456 -2.136 0.31 0.05 0.00 0.2302
C 1.560 4.864 -2.069 -0.11 -0.04 -0.05 -0.2768
C 0.449 5.653 -2.056 -0.02 -0.03 0.01 -0.2060
C -0.831 5.056 -2.108 0.07 0.19 0.00 -0.1182
C -2.007 5.849 -2.090 0.02 -0.04 -0.01 -0.1920
H -4.133 5.890 -2.119 -0.03 0.01 0.01 0.1945
H -4.325 3.396 -2.230 -0.03 0.00 -0.01 0.2056
H -2.331 2.012 -2.281 0.02 -0.09 0.01 0.2512
H 3.346 3.309 -2.115 -0.01 -0.02 0.00 0.4614
H 2.547 5.313 -2.031 0.06 0.01 0.01 0.1851
H 0.534 6.732 -2.003 0.00 0.03 0.00 0.1932
H -1.902 6.927 -2.041 0.01 0.05 0.00 0.1895


Record 4
13
Properties=species:S:1:pos:R:3:forces:R:3:nbo_charge:R:1 method="wB97M-V/def2-TZVPD" smiles="N[N+]1(C=O)CC1" e_above_lowest_kj_mol=471.5 charge=+1
N -1.065 -1.346 0.160 1.88 3.17 0.15 -0.5409
N 0.158 -0.094 0.055 -3.59 -4.83 -1.63 -0.1855
C 1.518 -0.583 -0.311 1.68 1.78 2.49 0.5551
O 2.478 0.018 0.082 -1.86 -1.12 -1.28 -0.3802
C -0.248 1.008 0.827 2.13 2.60 4.30 -0.2397
C -0.497 1.070 -0.591 0.09 1.79 -0.78 -0.2231
H -1.338 -1.438 -0.809 0.12 -0.13 -0.45 0.3718
H -0.627 -2.200 0.473 0.65 -0.22 0.12 0.3800
H 1.406 -1.567 -0.713 0.39 -0.67 -0.86 0.1760
H 0.598 1.566 1.382 -1.03 -0.77 -1.57 0.2754
H -0.979 0.805 1.613 -0.37 -0.16 -0.86 0.2801
H -1.527 1.089 -0.901 -0.27 -1.05 -0.18 0.2667
H 0.122 1.674 -1.266 0.16 -0.40 0.55 0.2642


| no. | electronic energy (eV) |
| --- | --- |
| 1 | -94063.4433 |
| 2 | -104073.3727 |
| 3 | -87148.8820 |
| 4 | -8241.2525 |